This record from OMol25 describes 2 unconnected molecules or ions with the total composition C4H6NO at a distorted geometry. The level of theory is wB97M-V/def2-TZVPD.

Summary:
Net charge: -1
Maximum force: 5.25 eV/Å
LUMO level (alpha / beta): 4.17 / 4.17 eV
Kohn-Sham gap (alpha / beta): 5.702 / 5.699 eV

Atoms and positions in Å:
C  2.95072  0.12701  -0.05543
C  1.76634  0.28115  0.01968
C  -1.96269  -0.37046  -0.20656
C  0.29055  0.50408  -0.14042
N  -0.46568  -0.55414  -0.12671
O  -0.13071  -1.79432  -0.17259
H  4.00661  -0.04846  0.18506
H  -2.30804  -0.07713  -1.23294
H  -2.41946  -1.24190  0.37049
H  -2.18467  0.52416  0.36287
H  0.01704  1.31407  -0.68363
H  0.43999  1.33596  1.68017

Forces on the atoms, in the same order (eV/Å):
2.113 -0.441 0.613
-2.780 0.472 -0.934
0.892 0.486 0.703
3.838 -2.517 2.549
-3.209 0.268 -1.698
1.013 -1.323 0.800
-1.176 0.275 -0.430
0.158 -1.212 0.637
0.524 0.995 -1.499
-0.094 0.339 0.487
-1.026 2.611 -0.774
-0.253 0.047 -0.453

This record from OMol25 describes 3 unconnected molecules or ions with the total composition C3H10N3S at a distorted geometry. The level of theory is wB97M-V/def2-TZVPD.

Summary:
Net charge: +1
Maximum force: 3.71 eV/Å
LUMO level: -4.67 eV
Kohn-Sham gap: 9.475 eV

Atoms and positions in Å:
C  1.68022  0.00311  -0.00103
C  -2.12289  -0.56455  0.62849
C  -0.80383  0.04030  0.48237
N  2.78868  -0.71721  0.07214
N  1.59168  1.25803  -0.14180
N  0.36233  -0.55432  0.25956
S  -0.82596  1.76939  0.35540
H  -2.85964  -0.28505  -0.19739
H  -2.16015  -1.60626  0.71822
H  -2.65332  -0.10695  1.50601
H  -1.08332  0.43112  -1.63682
H  3.60469  -0.22228  -0.12258
H  2.83284  -1.68750  -0.01980
H  2.42514  1.78564  -0.40484
H  -0.93579  0.25300  -2.46745
H  0.37057  -1.53860  0.23795
H  -2.21125  1.74212  0.73156

Forces on the atoms, in the same order (eV/Å):
-2.035 2.974 0.457
-2.305 0.872 0.171
1.706 2.786 -1.035
-0.923 -0.774 0.389
0.090 0.464 -0.616
0.234 -1.037 0.350
-1.656 -0.348 1.225
1.432 -0.264 0.586
0.228 -1.633 0.206
0.759 -0.567 -0.440
0.492 -0.620 -3.629
1.476 0.711 -0.306
-0.030 -1.583 -0.111
-0.122 -0.337 0.296
-0.553 0.519 2.840
-0.439 -1.496 0.153
1.645 0.333 -0.536

This record from OMol25 describes a molecular structure, C29H20Br2GaNO2P at a distorted geometry. The level of theory is wB97M-V/def2-TZVPD.

Summary:
Net charge: +1
Maximum force: 3.91 eV/Å
LUMO level: -3.49 eV
Kohn-Sham gap: 6.881 eV

Atoms and positions in Å:
Ga  -0.90494  0.08185  0.79009
C  -3.11892  -0.11367  -1.73926
C  -3.43759  0.70034  -0.52779
C  -4.76218  1.27587  -0.47674
C  -5.19090  2.08352  0.57684
C  -4.23159  2.33022  1.61712
C  -4.58424  2.99459  2.87243
Br  -6.31512  3.44042  3.33717
C  -3.66543  3.05161  3.92287
C  -2.31716  2.58599  3.73655
Br  -1.07526  3.10494  5.04673
C  -1.97019  1.76956  2.66400
O  -0.84850  1.07988  2.46048
C  -3.01677  1.70774  1.60529
N  -2.55835  0.97301  0.45612
H  -3.39664  -1.19409  -1.48324
H  -2.19172  -0.05981  -2.23191
H  -3.89444  0.20022  -2.47841
H  -5.38684  1.07275  -1.29950
H  -6.13106  2.65350  0.58073
H  -3.85729  3.82908  4.64945
O  -1.97513  -2.12983  2.03368
C  -1.13366  -1.87597  1.19536
C  0.02283  -2.75742  0.78111
C  -0.00304  -4.10948  1.14577
C  1.15980  -4.81902  0.80217
C  2.16895  -4.23015  0.06575
C  2.07400  -2.93011  -0.38548
C  1.01302  -2.13316  0.01297
P  1.15226  -0.38928  -0.46082
C  1.49575  -0.35222  -2.26231
C  2.39459  0.67653  -2.81252
C  2.61328  0.65815  -4.20067
C  1.92855  -0.33449  -4.99148
C  1.20584  -1.36802  -4.44294
C  1.00162  -1.31434  -3.10752
C  2.53324  0.44540  0.33311
C  3.26196  -0.15445  1.30950
C  4.39490  0.43436  1.86562
C  4.76839  1.73000  1.50230
C  4.07042  2.36842  0.46945
C  2.91795  1.75449  -0.01832
H  -0.63575  -4.45774  1.99603
H  1.14376  -5.91575  0.94210
H  3.12656  -4.72431  -0.07005
H  2.73100  -2.53527  -1.11711
H  2.75612  1.45455  -2.19329
H  3.32302  1.34591  -4.71271
H  2.12193  -0.31950  -6.04736
H  0.81705  -2.22289  -5.00306
H  0.36580  -2.13025  -2.72090
H  2.91776  -1.11967  1.71285
H  4.82451  0.02853  2.85996
H  5.68305  2.10690  1.91808
H  4.37420  3.41280  0.18330
H  2.24061  2.33974  -0.66155

Forces on the atoms, in the same order (eV/Å):
0.376 0.153 0.958
-2.950 -1.317 0.330
-0.202 1.683 0.989
0.781 0.475 1.635
1.802 -0.085 -0.853
-2.526 0.377 1.810
1.812 -1.283 0.382
-0.970 0.472 -0.327
0.724 1.073 -2.726
-0.517 -0.348 -0.023
0.159 -0.278 -0.056
-1.549 0.104 -1.081
-0.213 0.260 -0.677
3.598 -1.331 -0.770
-2.590 0.517 -0.015
0.623 1.214 -0.409
1.490 0.215 -0.071
0.742 -0.429 0.293
-0.751 -0.150 -0.752
0.338 -0.685 -0.008
-0.068 -0.652 0.712
0.241 -0.679 -0.677
0.514 0.772 1.075
-2.192 0.706 0.642
1.959 0.636 0.905
-1.410 -1.257 -0.278
0.888 -0.048 -0.012
-0.532 -0.167 0.244
0.582 -0.813 -0.234
-1.243 0.797 -0.313
1.805 2.031 -0.213
-1.947 -2.026 -1.143
-0.820 -0.945 0.034
1.753 0.923 0.105
0.374 0.497 -1.272
-1.670 -1.638 2.128
0.366 0.970 -0.468
0.615 -1.822 1.440
-0.085 0.495 2.563
0.159 -1.358 -1.129
-0.138 0.750 0.653
-0.664 0.844 -0.607
-0.099 0.205 -1.429
0.518 0.768 0.477
-0.370 -0.392 -0.403
1.123 0.219 -0.220
0.603 0.234 0.134
-0.828 -0.441 0.607
-0.007 0.011 -0.369
0.108 0.589 -0.054
0.415 0.477 0.242
0.373 0.362 -0.269
-0.492 0.296 -2.134
0.044 0.544 0.206
-0.579 -1.280 0.132
0.528 -0.242 0.294

This record from OMol25 describes 2 unconnected molecules or ions with the total composition C3H8O at a distorted geometry. The level of theory is wB97M-V/def2-TZVPD.

Summary:
Net charge: 0
Maximum force: 2.54 eV/Å
LUMO level: 1.10 eV
Kohn-Sham gap: 10.771 eV

Atoms and positions in Å:
C  -1.40800  0.47625  -0.51231
C  -0.72598  1.55973  -0.17320
H  -2.24147  0.11418  0.07038
H  -1.26493  -0.04602  -1.52855
H  0.11303  1.91375  -0.75101
H  -1.06474  2.19768  0.62835
C  1.41850  -0.97533  0.60291
O  0.19727  -1.48239  0.12001
H  1.83165  -1.72827  1.27465
H  2.12273  -0.79942  -0.21617
H  1.27214  -0.06940  1.19875
H  -0.25022  -1.16076  -0.71381

Forces on the atoms, in the same order (eV/Å):
-0.347 0.039 -1.754
-0.388 0.044 -0.437
-0.084 0.003 0.012
-0.012 0.797 1.650
0.051 0.082 -0.163
0.227 -0.182 0.416
-0.247 0.204 -0.685
-1.191 -1.206 -0.618
-0.025 -0.066 -0.129
0.112 0.132 0.211
0.004 0.194 -0.191
1.901 -0.041 1.689

The records above yield relative energy (zero: lowest compared OMol25 entry of this formula, charge and spin) values of 4.290, 2.563, 0.000, 1.995 eV, respectively.